No. 1
C43H77FeN10O | wB97M-V/def2-TZVPD

Computed properties:
- ΔE to the lowest compared entry with this formula, charge and spin: 0.000 eV
- Spin multiplicity: 6
- Total charge: +2
- HOMO-LUMO gap (alpha / beta): 6.761 / 4.765 eV
- <S²>: 8.78

Element x y z (Å)
1 Fe 2.25 2.89 2.16
2 C 0.35 -0.74 1.52
3 C 0.49 0.46 0.57
4 C -0.84 0.97 0.04
5 O 1.32 1.48 1.08
6 H 1.31 -1.08 1.90
7 H -0.15 -1.55 0.98
8 H -0.24 -0.42 2.38
9 H 1.03 0.04 -0.28
10 H -1.50 0.15 -0.25
11 H -0.80 1.61 -0.83
12 H -1.32 1.55 0.83
13 C -3.54 -3.63 5.10
14 C -2.04 -3.21 5.21
15 C -1.76 -1.79 4.62
16 C -2.65 -0.69 5.05
17 N -3.33 0.19 5.40
18 H -4.23 -2.86 5.45
19 H -3.81 -4.51 5.69
20 H -3.79 -3.82 4.06
21 H -1.39 -3.91 4.67
22 H -1.69 -3.23 6.24
23 H -1.82 -1.85 3.54
24 H -0.75 -1.44 4.86
25 C -5.45 3.69 1.29
26 C -4.99 2.26 1.23
27 C -3.99 1.80 2.33
28 C -2.90 2.79 2.53
29 N -2.08 3.59 2.63
30 H -4.66 4.44 1.22
31 H -6.03 3.96 2.17
32 H -6.01 3.80 0.36
33 H -4.46 2.04 0.31
34 H -5.84 1.58 1.23
35 H -3.66 0.81 2.03
36 H -4.40 1.59 3.31
37 C -3.26 -0.87 -2.68
38 C -4.40 -1.68 -2.23
39 C -4.89 -1.32 -0.81
40 C -4.10 -1.82 0.34
41 N -3.48 -2.20 1.25
42 H -3.35 0.21 -2.57
43 H -2.99 -0.96 -3.74
44 H -2.36 -1.04 -2.09
45 H -3.97 -2.68 -2.16
46 H -5.22 -1.67 -2.94
47 H -5.86 -1.77 -0.60
48 H -5.11 -0.26 -0.68
49 C -1.10 3.17 -4.19
50 C 0.11 4.07 -4.62
51 C 0.09 5.45 -3.97
52 C -1.15 6.21 -4.16
53 N -2.12 6.77 -4.30
54 H -2.05 3.69 -4.21
55 H -0.97 2.79 -3.17
56 H -1.18 2.35 -4.89
57 H 0.10 4.12 -5.71
58 H 1.04 3.56 -4.36
59 H 0.85 6.08 -4.43
60 H 0.32 5.36 -2.91
61 C 1.86 -3.73 3.57
62 C 3.01 -4.11 4.48
63 C 2.81 -5.26 5.49
64 C 1.81 -4.91 6.53
65 N 1.00 -4.61 7.30
66 H 1.05 -3.28 4.14
67 H 1.52 -4.69 3.18
68 H 2.24 -3.06 2.80
69 H 3.36 -3.22 5.01
70 H 3.88 -4.29 3.84
71 H 3.73 -5.38 6.06
72 H 2.49 -6.14 4.93
73 C -1.85 4.72 -0.91
74 C -1.25 6.12 -0.62
75 C -0.83 6.31 0.83
76 C 0.21 5.35 1.23
77 N 0.98 4.53 1.53
78 H -2.78 4.50 -0.39
79 H -1.10 3.99 -0.63
80 H -2.06 4.55 -1.97
81 H -1.98 6.89 -0.87
82 H -0.34 6.33 -1.17
83 H -1.62 6.06 1.53
84 H -0.51 7.34 1.00
85 C 4.45 -3.65 -0.88
86 C 3.73 -3.19 0.39
87 C 4.50 -2.03 1.09
88 C 4.59 -0.77 0.28
89 N 4.59 0.23 -0.33
90 H 3.94 -4.57 -1.15
91 H 5.47 -3.88 -0.58
92 H 4.45 -2.97 -1.74
93 H 3.68 -3.97 1.15
94 H 2.69 -2.95 0.22
95 H 5.55 -2.32 1.20
96 H 4.03 -1.78 2.04
97 C 0.61 -0.14 -4.66
98 C 0.96 0.08 -3.16
99 C 2.22 -0.64 -2.72
100 C 3.38 -0.66 -3.65
101 N 4.26 -0.71 -4.39
102 H 0.47 -1.21 -4.82
103 H 1.49 0.12 -5.26
104 H -0.29 0.41 -4.94
105 H 0.08 -0.24 -2.61
106 H 1.11 1.14 -2.95
107 H 2.03 -1.71 -2.61
108 H 2.59 -0.29 -1.76
109 C -0.91 -3.92 -1.17
110 C 0.20 -4.94 -1.52
111 C -0.01 -6.21 -0.64
112 C -1.34 -6.85 -0.77
113 N -2.39 -7.33 -0.79
114 H -0.78 -2.95 -1.64
115 H -0.93 -3.79 -0.09
116 H -1.85 -4.38 -1.50
117 H 1.15 -4.45 -1.35
118 H 0.25 -5.20 -2.58
119 H 0.11 -5.95 0.41
120 H 0.75 -6.94 -0.95
121 C 4.28 2.67 -3.09
122 C 5.14 3.84 -2.49
123 C 5.60 3.65 -1.06
124 C 4.48 3.53 -0.17
125 N 3.54 3.39 0.56
126 H 3.35 2.49 -2.55
127 H 4.76 1.69 -2.98
128 H 3.94 2.86 -4.11
129 H 4.57 4.76 -2.58
130 H 6.02 3.99 -3.11
131 H 6.18 4.51 -0.73
132 H 6.09 2.68 -0.95


No. 2
C43H78BI2N9O13 | wB97M-V/def2-TZVPD

Computed properties:
- HOMO-LUMO gap: 7.515 eV

Element x y z (Å)
1 C 4.72 -4.01 2.79
2 B 4.19 -3.04 1.67
3 O 5.08 -2.30 0.95
4 C 2.65 -2.85 1.35
5 C 1.99 -1.73 1.85
6 C 0.63 -1.51 1.62
7 C 0.03 -0.27 2.24
8 C -0.20 -0.43 3.74
9 O -1.43 -1.07 4.05
10 C -0.10 -2.44 0.87
11 C -1.54 -2.21 0.60
12 I -1.91 -0.75 -0.88
13 C -2.51 -2.86 1.23
14 C -2.19 -3.91 2.26
15 I -4.54 -2.48 0.88
16 C 0.56 -3.57 0.38
17 C 1.92 -3.76 0.61
18 C 2.54 -4.98 0.05
19 O 3.66 -5.02 -0.39
20 C 1.64 -6.17 0.03
21 C 0.34 -5.99 -0.20
22 C -0.16 -4.61 -0.41
23 O -1.05 -4.37 -1.18
24 H 3.94 -4.30 3.49
25 H 5.53 -3.51 3.32
26 H 5.15 -4.89 2.31
27 H 4.60 -1.54 0.60
28 H 2.53 -1.01 2.45
29 H 0.79 0.49 2.16
30 H -0.88 0.00 1.73
31 H 0.65 -0.91 4.23
32 H -0.27 0.59 4.12
33 H -1.25 -1.93 4.45
34 H -1.25 -3.63 2.73
35 H -2.95 -3.96 3.03
36 H -2.07 -4.87 1.77
37 H 2.07 -7.14 0.21
38 H -0.33 -6.84 -0.21
39 C -0.03 1.36 6.88
40 O 0.34 0.23 6.63
41 N 0.75 2.31 7.44
42 C 0.26 3.65 7.71
43 C 2.12 1.98 7.79
44 H -1.05 1.71 6.65
45 H 0.85 4.38 7.16
46 H 0.32 3.87 8.78
47 H -0.78 3.74 7.39
48 H 2.66 1.67 6.90
49 H 2.13 1.15 8.50
50 H 2.61 2.84 8.23
51 C 1.21 3.88 2.28
52 O 0.68 2.78 2.23
53 N 2.19 4.19 3.15
54 C 2.81 5.51 3.20
55 C 2.64 3.16 4.07
56 H 0.92 4.70 1.62
57 H 3.88 5.41 3.00
58 H 2.67 5.94 4.19
59 H 2.37 6.16 2.45
60 H 3.02 2.30 3.51
61 H 1.81 2.83 4.69
62 H 3.44 3.56 4.70
63 C 0.86 7.87 0.87
64 O 0.77 6.73 1.31
65 N 0.33 8.28 -0.29
66 C 0.49 9.65 -0.75
67 C -0.41 7.33 -1.10
68 H 1.40 8.66 1.41
69 H -0.49 10.11 -0.87
70 H 1.01 9.66 -1.71
71 H 1.07 10.22 -0.03
72 H -1.25 6.94 -0.54
73 H 0.25 6.50 -1.37
74 H -0.77 7.81 -2.01
75 C 3.68 1.47 -1.14
76 O 4.08 2.06 -0.15
77 N 4.46 0.73 -1.95
78 C 3.92 0.04 -3.12
79 C 5.88 0.62 -1.66
80 H 2.62 1.50 -1.46
81 H 4.10 -1.03 -3.02
82 H 4.42 0.41 -4.01
83 H 2.85 0.22 -3.20
84 H 6.04 0.19 -0.68
85 H 6.33 1.61 -1.67
86 H 6.36 0.00 -2.41
87 C -3.20 -9.02 1.45
88 O -2.73 -8.48 2.43
89 N -2.49 -9.79 0.59
90 C -3.09 -10.41 -0.57
91 C -1.08 -9.98 0.85
92 H -4.26 -8.93 1.17
93 H -2.98 -11.50 -0.51
94 H -2.61 -10.06 -1.48
95 H -4.15 -10.17 -0.62
96 H -0.94 -10.45 1.83
97 H -0.58 -9.01 0.87
98 H -0.64 -10.61 0.08
99 C -3.33 9.12 -1.97
100 O -3.20 8.06 -1.38
101 N -4.39 9.45 -2.73
102 C -4.49 10.73 -3.41
103 C -5.47 8.48 -2.87
104 H -2.57 9.92 -1.92
105 H -5.38 11.26 -3.06
106 H -4.57 10.57 -4.49
107 H -3.61 11.33 -3.20
108 H -5.89 8.25 -1.89
109 H -5.09 7.56 -3.31
110 H -6.25 8.89 -3.51
111 C -7.37 -0.64 1.35
112 O -7.72 -1.74 0.98
113 N -8.08 0.49 1.19
114 C -7.60 1.78 1.66
115 C -9.37 0.41 0.52
116 H -6.41 -0.47 1.87
117 H -8.30 2.20 2.39
118 H -7.51 2.47 0.82
119 H -6.63 1.66 2.13
120 H -10.03 -0.26 1.07
121 H -9.24 0.02 -0.49
122 H -9.82 1.40 0.47
123 C 4.22 1.28 -6.68
124 O 4.62 1.87 -5.70
125 N 5.00 0.54 -7.49
126 C 4.47 -0.15 -8.65
127 C 6.42 0.43 -7.19
128 H 3.17 1.30 -6.99
129 H 4.64 -1.23 -8.56
130 H 4.96 0.21 -9.56
131 H 3.40 0.03 -8.74
132 H 6.55 -0.01 -6.20
133 H 6.88 1.42 -7.19
134 H 6.90 -0.20 -7.93
135 C -1.44 -7.75 -5.27
136 O -1.11 -8.89 -5.54
137 N -0.65 -6.84 -4.68
138 C -1.10 -5.49 -4.37
139 C 0.71 -7.22 -4.34
140 H -2.45 -7.36 -5.48
141 H -0.47 -4.76 -4.90
142 H -1.02 -5.31 -3.30
143 H -2.13 -5.35 -4.68
144 H 1.25 -7.52 -5.24
145 H 0.70 -8.06 -3.65
146 H 1.22 -6.38 -3.87